A structure of composition C26H32BaNO6 at a distorted geometry. Source: the Open Molecules 2025 dataset; level of theory: ωB97M-V with the def2-TZVPD basis set.

The relative energy (zero: lowest compared OMol25 entry of this formula, charge and spin) comes out at 91.4 kcal per mole. As for the HOMO energy: -2.82 eV.

```
! RIJCOSX wB97M-V def2-TZVPD def2/J DEFGRID3
* xyz -1 1
O -3.391 2.018 -2.635
C -3.134 1.992 -4.111
C -4.405 2.717 -4.497
H -3.074 0.960 -4.491
H -2.211 2.538 -4.324
C -4.695 2.723 -2.994
H -5.054 2.106 -5.129
H -4.284 3.684 -4.987
C -5.878 1.830 -2.640
H -5.735 0.834 -3.083
H -6.827 2.234 -3.040
H -5.983 1.768 -1.543
C -4.741 4.099 -2.334
H -3.795 4.640 -2.484
H -4.940 3.990 -1.254
H -5.554 4.723 -2.747
Ba -1.801 1.119 -1.110
C 1.053 1.841 2.122
C 2.000 1.594 1.089
C 1.670 2.426 -0.018
H 2.838 0.899 1.135
C 0.518 3.200 0.340
C 0.153 2.839 1.675
H -0.663 3.250 2.271
H 1.056 1.370 3.104
H 2.206 2.488 -0.966
H 0.043 3.963 -0.275
C -2.163 -0.959 1.929
C -2.788 0.319 2.062
C -3.747 0.446 1.042
H -2.602 1.005 2.886
C -3.684 -0.742 0.217
C -2.677 -1.578 0.744
H -2.415 -2.571 0.393
H -1.686 -1.512 2.728
H -4.454 1.268 0.909
H -4.341 -0.949 -0.623
O -0.224 1.938 -5.815
C -0.014 1.241 -4.575
C 1.482 1.074 -4.310
H -0.477 0.229 -4.611
H -0.530 1.808 -3.774
C 2.016 1.039 -5.769
H 1.725 0.212 -3.672
H 1.850 1.992 -3.829
C 1.044 1.965 -6.538
H 1.905 0.010 -6.147
H 3.050 1.365 -5.831
H 0.921 1.621 -7.576
H 1.374 3.014 -6.578
O -0.044 -0.676 1.861
C 0.710 -1.246 0.994
O 0.580 -1.105 -0.260
C 1.837 -2.107 1.581
C 2.655 -2.907 0.763
C 3.627 -3.749 1.294
C 3.848 -3.784 2.685
C 3.084 -2.947 3.530
C 2.092 -2.149 2.975
N 4.849 -4.631 3.237
O 5.526 -5.367 2.479
O 4.986 -4.636 4.484
H 2.518 -2.895 -0.313
H 4.228 -4.394 0.660
H 3.239 -2.973 4.605
H 1.498 -1.523 3.627
*
```

The ion C5H13N2O with charge -2 at a distorted geometry. Source: the Open Molecules 2025 dataset; level of theory: ωB97M-V with the def2-TZVPD basis set.

The relative energy (zero: lowest compared OMol25 entry of this formula, charge and spin) comes out at 31.9 kcal per mole. As for the HOMO energy (spin up / spin down): 4.12 / 0.07 eV.

```
! RIJCOSX wB97M-V def2-TZVPD def2/J DEFGRID3
* xyz -2 2
N -1.790 -0.310 -0.737
C -0.629 -0.495 0.204
C 0.197 0.863 0.207
C -0.744 2.093 0.643
O -1.605 2.392 -0.377
C 0.261 -1.623 -0.423
N 1.529 -1.998 0.312
C 2.548 -0.931 0.112
H -2.581 -0.923 -0.544
H -2.015 0.698 -0.929
H -1.025 -0.768 1.119
H 0.480 1.030 -0.881
H 1.059 0.727 0.859
H -0.108 2.992 0.771
H -1.319 1.823 1.648
H -0.394 -2.543 -0.469
H 0.551 -1.400 -1.468
H 1.338 -2.111 1.292
H 3.251 -0.804 1.015
H 2.336 0.078 -0.250
H 3.298 -1.220 -0.627
*
```